1.
C6H10O2 as an isolated structure at a distorted geometry, computed with wB97M-V/def2-TZVPD.

Relative energy (zero: lowest compared OMol25 entry of this formula, charge and spin) ... 99.2 kcal/mol
Electronic energy ... -384.9444 hartree
Gap between HOMO and LUMO ... 10.2 eV

```
! RIJCOSX wB97M-V def2-TZVPD def2/J DEFGRID3
* xyz 0 1
C -2.3493 0.8841 -0.2740
C -2.1135 -0.4876 0.0468
C -0.6303 -0.9535 -0.1568
C 0.3869 0.0868 0.1486
C 1.7699 -0.5553 -0.0290
C 2.9308 0.4507 0.2723
H -2.1042 1.0473 -1.3848
H -2.0579 1.5509 0.3632
H -3.6914 0.7744 -0.3229
H -0.4650 -1.5454 -0.9834
H -0.3926 -1.9268 0.6707
H 0.1590 0.7101 -0.6487
H 0.2024 0.7427 1.1051
H 2.6557 1.4532 -0.4213
H 3.7084 -0.0303 -0.1196
H 3.0113 0.6743 1.5821
O -2.9895 -1.2388 0.4557
O 1.9693 -1.6367 -0.3041
*
```

2.
C6H10O2 as an isolated structure at a distorted geometry, computed with wB97M-V/def2-TZVPD.

Relative energy (zero: lowest compared OMol25 entry of this formula, charge and spin) ... 59.5 kcal/mol
Electronic energy ... -385.0075 hartree
Gap between HOMO and LUMO ... 9.9 eV

```
! RIJCOSX wB97M-V def2-TZVPD def2/J DEFGRID3
* xyz 0 1
C -1.0393 -0.1294 -0.6563
C -0.7725 -0.7389 -1.9856
C 1.1102 -1.0801 0.3446
C -0.1216 -0.1988 0.5226
C 0.1390 1.1163 1.2098
C 1.3177 1.7048 1.3612
O -2.0834 0.6884 -0.6249
O -1.2629 -0.8842 0.9561
H -2.3244 0.6633 0.3401
H -0.7478 1.5763 1.6371
H -1.6461 -0.6702 -2.6305
H 0.0825 -0.2517 -2.4512
H -0.5246 -1.7919 -1.8498
H 1.8024 -0.6809 -0.3996
H 0.8085 -2.0853 0.0520
H 1.6172 -1.1596 1.3053
H 1.4089 2.6498 1.8787
H 2.2364 1.2721 0.9905
*
```

3.
A single C6H10O2 molecule at a distorted geometry, computed with wB97M-V/def2-TZVPD.

SMILES ... C=C[C@H]1C[C@@H]1C(O)O
Relative energy (zero: lowest compared OMol25 entry of this formula, charge and spin) ... 48.2 kcal/mol
Electronic energy ... -385.0256 hartree
Gap between HOMO and LUMO ... 10.1 eV

```
! RIJCOSX wB97M-V def2-TZVPD def2/J DEFGRID3
* xyz 0 1
C -2.8111 -0.3671 0.1215
C -1.9282 0.5618 -0.2066
C -0.3908 0.6722 0.2539
C 0.0292 -0.1675 1.4300
C 0.3331 -0.5772 0.0274
C 1.8834 -0.3199 -0.4667
O 1.9454 -0.3974 -1.8622
O 2.3931 0.8978 -0.0019
H -3.8634 -0.2605 -0.0971
H -2.5433 -1.2497 0.6835
H -2.2446 1.4091 -0.8053
H 0.0369 1.6468 0.0702
H -0.7373 -0.7010 1.9718
H 0.8504 0.1786 2.0390
H -0.0776 -1.4437 -0.4706
H 2.4995 -1.1585 -0.1058
H 1.3399 0.2599 -2.2295
H 3.2853 1.0164 -0.3515
*
```

4.
A single C6H10O2 molecule at a distorted geometry, computed with wB97M-V/def2-TZVPD.

SMILES ... C=C(/C=C\O)[C@@H](C)O
Relative energy (zero: lowest compared OMol25 entry of this formula, charge and spin) ... 40.1 kcal/mol
Electronic energy ... -385.0385 hartree
Gap between HOMO and LUMO ... 9.3 eV

```
! RIJCOSX wB97M-V def2-TZVPD def2/J DEFGRID3
* xyz 0 1
C -1.4295 -1.4073 0.0813
C -0.3468 -0.6573 -0.1673
C 0.7666 -1.1747 -0.9185
C 2.0526 -1.1622 -0.5142
O 2.5137 -0.8914 0.7405
C -0.1715 0.8120 0.4183
C -0.8661 1.8193 -0.4868
O -0.7183 0.8430 1.7338
H -1.4859 -2.4812 -0.0652
H -2.3381 -0.9873 0.5043
H 0.5363 -1.5951 -1.8975
H 2.8660 -1.4714 -1.1615
H 1.7521 -0.7720 1.3387
H 0.8762 1.1047 0.5274
H -0.4215 1.8244 -1.4867
H -0.7797 2.8292 -0.0700
H -1.9364 1.6029 -0.5746
H -0.8697 1.7645 1.9982
*
```

Copy entry 4 word for word.
A single C6H10O2 molecule at a distorted geometry, computed with wB97M-V/def2-TZVPD.

SMILES ... C=C(/C=C\O)[C@@H](C)O
Relative energy (zero: lowest compared OMol25 entry of this formula, charge and spin) ... 40.1 kcal/mol
Electronic energy ... -385.0385 hartree
Gap between HOMO and LUMO ... 9.3 eV

```
! RIJCOSX wB97M-V def2-TZVPD def2/J DEFGRID3
* xyz 0 1
C -1.4295 -1.4073 0.0813
C -0.3468 -0.6573 -0.1673
C 0.7666 -1.1747 -0.9185
C 2.0526 -1.1622 -0.5142
O 2.5137 -0.8914 0.7405
C -0.1715 0.8120 0.4183
C -0.8661 1.8193 -0.4868
O -0.7183 0.8430 1.7338
H -1.4859 -2.4812 -0.0652
H -2.3381 -0.9873 0.5043
H 0.5363 -1.5951 -1.8975
H 2.8660 -1.4714 -1.1615
H 1.7521 -0.7720 1.3387
H 0.8762 1.1047 0.5274
H -0.4215 1.8244 -1.4867
H -0.7797 2.8292 -0.0700
H -1.9364 1.6029 -0.5746
H -0.8697 1.7645 1.9982
*
```

What is the relative energy (zero: lowest compared OMol25 entry of this formula, charge and spin) in the third record? 48.2 kcal/mol

Which value of relative energy (zero: lowest compared OMol25 entry of this formula, charge and spin) does entry 2 give? 59.5 kcal/mol